1.
Computed, not measured: C39H49N5O5P3SSc as an isolated structure, with ωB97M-V/def2-TZVPD.

Last column: Mulliken charge in e.
Cartesian coordinates (Å):
Sc 0.27314 0.29578 -0.13661  0.28
C 1.01464 -2.91442 3.73555  -0.92
N 1.11459 -1.60721 3.07647  0.77
C 2.42006 -0.95590 3.28899  -0.97
P -0.19573 -0.61431 2.99837  -1.70
O 0.02154 0.43252 1.94841  1.24
O -1.36677 -1.64488 2.58215  0.96
P -2.06074 -1.65325 1.12609  -1.63
O -1.11860 -1.18444 0.06431  0.85
N -2.37198 -3.25067 0.94553  0.60
C -2.82002 -4.11014 2.04344  -0.92
C -2.82746 -3.67874 -0.38510  -1.00
N -3.30526 -0.58710 1.28762  0.93
C -3.87595 0.02277 0.07883  -0.97
C -4.28613 -0.82930 2.34805  -0.88
N -0.82705 0.06566 4.35323  0.50
C -1.38488 -0.78105 5.41041  -0.95
C -0.20571 1.30126 4.84575  -0.72
H 1.26139 -2.85164 4.79836  0.27
H 1.71990 -3.59504 3.25879  0.36
H 0.01140 -3.32144 3.62536  0.17
H 2.66898 -0.90273 4.35251  0.31
H 2.42048 0.04555 2.86815  0.19
H 3.18853 -1.53325 2.77698  0.36
H -2.57828 -3.66227 3.00367  0.21
H -2.30568 -5.06941 1.96846  0.32
H -3.89602 -4.29128 1.99318  0.31
H -2.48018 -2.97506 -1.14065  0.17
H -3.91706 -3.75420 -0.43179  0.31
H -2.40354 -4.65891 -0.60442  0.40
H -3.11779 0.11117 -0.69339  0.20
H -4.23332 1.02425 0.32592  0.30
H -4.71923 -0.55636 -0.30662  0.33
H -3.79522 -1.25994 3.22007  0.13
H -5.08762 -1.49733 2.02069  0.29
H -4.72908 0.12306 2.63870  0.38
H -1.82121 -1.68227 4.98384  0.19
H -2.17118 -0.22519 5.92173  0.38
H -0.63113 -1.06578 6.14919  0.30
H 0.28414 1.82088 4.02474  0.08
H 0.53053 1.10044 5.62842  0.33
H -0.98353 1.94421 5.26034  0.33
N 3.44516 0.93734 0.64950  -0.71
C 2.39104 0.66955 0.25775  0.30
O 0.50531 -0.23355 -2.05140  0.38
P 1.50605 -0.98232 -2.95448  0.81
C 1.35749 -2.76671 -2.72109  0.33
C 1.00236 -3.27216 -1.47171  -0.07
C 0.90562 -4.64061 -1.28181  -0.62
C 1.17702 -5.50810 -2.33094  -0.69
C 1.54840 -5.00896 -3.57124  -0.85
C 1.63279 -3.64020 -3.77059  -0.42
C 1.19738 -0.58931 -4.67087  0.37
C 2.22073 -0.73953 -5.60656  -0.49
C 1.96169 -0.49721 -6.94511  -0.75
C 0.69119 -0.10298 -7.34510  -0.56
C -0.32242 0.05995 -6.41040  -0.67
C -0.07406 -0.18529 -5.06971  -0.46
C 3.20121 -0.52151 -2.59034  0.31
C 3.61912 0.75965 -2.95444  -0.30
C 4.91586 1.15674 -2.68913  -0.87
C 5.79418 0.27906 -2.06617  -0.51
C 5.38610 -1.00221 -1.72785  -0.82
C 4.08966 -1.41034 -1.99365  -0.28
H 0.81236 -2.59671 -0.64978  0.05
H 0.62159 -5.03847 -0.31524  0.54
H 1.10055 -6.57746 -2.18487  0.42
H 1.76969 -5.68738 -4.38395  0.46
H 1.90414 -3.24954 -4.74299  0.43
H 3.21379 -1.02778 -5.28188  0.51
H 2.75255 -0.60935 -7.67442  0.44
H 0.49467 0.08388 -8.39236  0.42
H -1.30548 0.37801 -6.73037  0.45
H -0.85398 -0.05960 -4.32879  0.25
H 2.92670 1.42975 -3.45274  0.49
H 5.24649 2.14723 -2.97206  0.46
H 6.80554 0.59563 -1.84922  0.43
H 6.08115 -1.68747 -1.26166  0.44
H 3.77224 -2.41582 -1.74587  0.42
O -1.09672 1.80446 -0.16840  -0.24
S -1.47910 2.62515 1.07498  0.61
C -2.46348 3.98311 0.45416  0.41
C -2.14980 4.61609 -0.73871  -0.27
C -2.94017 5.67102 -1.16020  -0.84
C -4.02224 6.08553 -0.39143  -0.49
C -4.32263 5.44465 0.80188  -0.83
C -3.54530 4.37821 1.22808  -0.25
C 0.01285 3.56838 1.43814  0.99
C 1.01950 3.65588 0.49027  -0.55
C 2.17423 4.36140 0.79270  -0.80
C 2.30835 4.97603 2.02748  -0.61
C 1.28124 4.90366 2.95932  -0.75
C 0.12528 4.19730 2.66888  -0.68
H -1.30381 4.28672 -1.32882  0.37
H -2.70735 6.17737 -2.08714  0.45
H -4.63756 6.90949 -0.72639  0.42
H -5.16429 5.76828 1.39877  0.44
H -3.77249 3.86362 2.15495  0.45
H 0.90036 3.21220 -0.48957  0.63
H 2.96789 4.42228 0.06110  0.45
H 3.21343 5.51878 2.26385  0.44
H 1.37979 5.39878 3.91609  0.46
H -0.68489 4.15139 3.38782  0.50

Calculated values
**DFT total energy**: -118326.230 eV
**E_HOMO**: -0.499 hartree
**Net charge**: +2
**LUMO level**: -4.323 eV



2.
Computed, not measured: a 10-piece molecular cluster, C4H32N2O10 overall, with ωB97M-V/def2-TZVPD.

Last column: Mulliken spin population.
Cartesian coordinates (Å):
C 0.67448 -2.27416 -0.47742  0.02
O 0.58152 -3.72434 -0.53361  0.66
C -0.45336 -1.53591 -1.15095  -0.01
C -0.45581 -0.00285 -1.11256  0.00
C 0.70006 0.54664 -1.99828  0.00
N 1.07556 1.88801 -1.45310  0.00
N -1.76266 -2.01915 -0.54261  0.00
H 0.65160 -2.12862 0.61452  0.02
H 1.69366 -2.04717 -0.83920  0.09
H 0.14632 -3.91592 -1.39992  -0.03
H -0.53701 -1.80900 -2.20177  0.00
H -0.27092 0.37272 -0.11938  0.00
H -1.36640 0.39112 -1.56042  0.00
H 0.39663 0.55698 -3.02808  0.00
H 1.56775 -0.09220 -1.93750  0.00
H 1.66540 1.69771 -0.62333  0.00
H 0.18864 2.44989 -1.39248  0.00
H 1.65781 2.36381 -2.13880  0.00
H -2.54076 -1.53130 -0.99083  0.00
H -1.80040 -3.01311 -0.73699  0.01
H -1.73315 -1.95771 0.50429  0.00
H -1.41019 4.25883 -2.04229  0.00
H -0.16112 4.63939 -1.24687  0.00
O -0.77659 3.91146 -1.40041  0.00
H 4.68312 -0.75930 2.99124  0.00
H 3.94328 -0.07946 1.83793  0.00
O 3.80002 -0.56509 2.65603  0.00
H -4.47089 -2.75903 -2.91076  0.00
H -4.99784 -2.80009 -1.43501  0.00
O -4.30048 -2.46762 -2.00931  0.00
H 2.47003 4.59941 -0.89041  0.00
H 3.87756 4.03748 -0.82521  0.00
O 2.95391 3.79007 -0.69206  0.00
H 2.29234 0.90496 1.69971  0.00
H 0.94073 1.73594 1.55509  0.00
O 1.57090 1.13880 1.10841  0.00
H 1.61520 3.77726 2.97064  0.00
H 0.46761 3.00462 3.69831  0.00
O 0.87725 3.17219 2.84387  0.00
H -1.96842 -0.84672 2.73206  0.00
H -0.87354 -0.14593 1.86586  0.00
O -1.63680 -0.74122 1.83075  0.00
H -2.07643 1.71081 1.36372  0.00
H -1.27372 2.95827 1.68125  0.00
O -1.19825 2.09528 1.25189  0.00
H -0.81953 -4.89837 0.84087  -0.01
H -1.94813 -5.51205 -0.01749  -0.01
O -1.60038 -4.65967 0.31177  0.26

Calculated values
**DFT total energy**: -28093.496 eV
**2S+1**: 2
**E_HOMO (spin up / spin down)**: -0.696 / -0.696 hartree
**Net charge**: +3
**LUMO level (spin up / spin down)**: -9.005 / -15.715 eV
**Energy relative to the best compared isomer or geometry (same formula, charge and spin)**: 111.5 kJ/mol



3.
Computed, not measured: the molecule C17H20FN, with ωB97M-V/def2-TZVPD.

Last column: Mulliken charge in e.
Cartesian coordinates (Å):
C 2.57061 3.21744 0.56596  -0.91
H 1.70075 3.81847 0.31085  0.29
H 3.39642 3.88762 0.79447  0.42
H 2.34482 2.63914 1.45624  0.12
C 2.94696 2.29184 -0.59108  -0.97
C 1.81101 1.39614 -1.00027  0.91
C 0.68320 1.93058 -1.61257  -0.38
C -0.34699 1.11503 -2.03604  -0.82
C -0.27763 -0.26326 -1.87578  1.11
C 0.83508 -0.79606 -1.24239  -0.25
C 1.86103 0.02349 -0.80454  -0.82
H 2.72259 -0.41471 -0.32057  0.33
H 0.91534 -1.86492 -1.10219  0.31
C -1.40333 -1.13359 -2.38123  -1.74
N -2.41554 -1.30102 -1.34610  -0.12
H -3.34943 -1.25240 -1.73140  0.28
C -2.27717 -2.46229 -0.49166  -0.56
C -2.59470 -2.09632 0.96996  -1.30
C -1.47413 -1.28182 1.54257  0.43
C -0.46728 -1.89440 2.27794  -0.41
C 0.59915 -1.16477 2.76987  -0.66
C 0.64660 0.19049 2.50873  0.39
C -0.33065 0.82817 1.76882  -0.38
C -1.38975 0.08138 1.28771  -0.16
H -2.15696 0.55620 0.69750  0.26
H -0.25607 1.88618 1.57560  0.44
F 1.68216 0.91176 3.00073  -0.40
H 1.38265 -1.62936 3.34789  0.45
H -0.51780 -2.95594 2.47408  0.37
H -3.52708 -1.53124 0.99280  0.36
H -2.72507 -3.01415 1.54544  0.45
H -1.24618 -2.81980 -0.53974  0.25
H -2.93451 -3.28827 -0.80569  0.40
H -1.00225 -2.10115 -2.72148  0.34
H -1.86397 -0.64121 -3.24146  0.53
H -1.21135 1.55002 -2.51759  0.39
H 0.62164 2.99746 -1.77642  0.39
H 3.24258 2.90103 -1.45038  0.35
H 3.80526 1.68422 -0.29861  0.34

Calculated values
**DFT total energy**: -22161.426 eV
**E_HOMO**: -0.309 hartree
**Net charge**: 0
**Structure (SMILES)**: CCc1ccc(CNCCc2ccc(F)cc2)cc1
**LUMO level**: 0.912 eV
**Energy relative to the best compared isomer or geometry (same formula, charge and spin)**: 0.2 kJ/mol